Formula: C15H56N4O13
Source: the OMol25 dataset
Level of theory: ωB97M-V/def2-TZVPD

Structure (ORCA input):
```
! wB97M-V def2-TZVPD RIJCOSX def2/J DEFGRID3
* xyz 0 1
C -0.76650 3.91345 2.40256
C -0.34702 4.05848 0.94843
O -1.14204 5.06192 0.31042
H -0.30631 3.19354 3.03835
H -1.81229 3.61134 2.45527
H -0.56810 4.78298 2.97350
H -0.38495 3.26671 0.24945
H 0.58427 4.47006 1.03969
H -0.73621 5.36424 -0.45343
C -5.39504 -1.41757 0.15374
C -4.23119 -1.59006 -0.71415
O -3.59212 -2.90282 -0.41558
H -5.64369 -0.36580 0.13541
H -5.22177 -1.73355 1.18366
H -6.21111 -1.93806 -0.49909
H -3.46643 -0.88564 -0.60671
H -4.48680 -1.62924 -1.73189
H -3.95011 -3.50906 -1.06686
C -0.13955 -2.00316 3.42095
O 0.04462 -0.68409 3.78223
N -0.63057 -2.32848 2.31005
N -0.03786 -3.03912 4.25492
H -0.55929 -1.56229 1.69510
H -0.58489 -3.21695 1.83185
H 0.38246 -2.83225 5.14604
H -0.13008 -4.02986 3.91686
C 1.45502 0.42852 -3.78921
O 1.59065 -0.14184 -2.49808
N 0.28416 0.52900 -4.32363
N 2.47852 0.73924 -4.50364
H -0.60206 0.59027 -3.75786
H 0.17865 0.69896 -5.27619
H 3.30109 0.60611 -3.97139
H 2.39960 1.50890 -5.23632
C 0.98867 -3.60820 -0.73240
O 0.09962 -4.07560 0.19574
H 1.98129 -4.02958 -0.37703
H 1.15614 -2.58429 -0.67380
H 0.52508 -3.83272 -1.70750
H 0.08117 -5.01903 0.19128
C 3.08597 -2.44514 3.02733
O 3.97130 -3.40060 2.55222
H 2.85826 -2.52493 4.06560
H 2.18553 -2.45305 2.35905
H 3.53604 -1.56832 2.96588
H 3.84913 -4.16768 3.07213
C -1.58577 -1.89952 -2.95873
O -1.85268 -0.56579 -2.89951
H -0.64568 -2.04580 -2.53860
H -1.46577 -2.23696 -4.05013
H -2.27390 -2.49046 -2.34425
H -2.55368 -0.29695 -3.41989
C 3.84264 -1.49443 0.11988
O 4.67755 -2.42358 -0.58626
H 3.05292 -2.01253 0.53616
H 3.50981 -0.66719 -0.49279
H 4.60831 -1.10664 0.79746
H 4.68151 -3.26325 -0.18015
C 2.65877 2.67797 1.94926
O 2.65337 1.28665 1.91103
H 1.84993 3.06369 2.59049
H 2.77628 3.17318 0.98826
H 3.57035 3.00485 2.46403
H 2.43060 1.02767 2.79603
C -1.77130 2.22533 -1.93110
O -1.27890 2.85021 -3.13806
H -1.06159 1.65799 -1.38465
H -2.66299 1.63099 -2.15479
H -1.97902 3.00424 -1.19957
H -2.06243 3.21994 -3.53843
C 0.48855 -0.06366 0.49434
O -0.66764 -0.72712 0.03977
H 0.24704 0.96161 0.75073
H 1.29941 -0.04685 -0.24926
H 0.98538 -0.58291 1.33343
H -0.72332 -0.64313 -0.95158
C -2.66791 0.88764 1.81094
O -3.37973 1.83712 2.58746
H -2.10206 1.50598 1.16887
H -3.43216 0.19284 1.44314
H -1.97072 0.38029 2.51454
H -3.74891 1.36657 3.29007
C 2.01796 3.05859 -2.03749
O 0.99855 4.04317 -2.16760
H 1.69219 2.10008 -1.67195
H 2.68962 3.38056 -1.29322
H 2.62968 3.10249 -2.93444
H 0.45444 3.62238 -2.80639
*
```

Values from the calculation:
E, a.u.: -1801.93786
Molar mass, u: 500.63
Highest occupied orbital energy, eV: -8.896
Energy relative to the best compared isomer or geometry (same formula, charge and spin), eV: 2.260

---

Formula: C15H56N8O13
Source: the OMol25 dataset
Level of theory: ωB97M-V/def2-TZVPD

Structure (ORCA input):
```
! wB97M-V def2-TZVPD RIJCOSX def2/J DEFGRID3
* xyz 0 1
C -3.89426 -5.59434 1.75725
O -5.16804 -5.24085 2.12914
H -3.27223 -4.70061 1.80638
H -3.43244 -6.26265 2.48401
H -3.89464 -6.17507 0.83483
H -5.60461 -5.09082 1.28742
C 2.09398 4.20951 5.34827
O 2.31698 4.55349 6.72758
H 1.19716 3.59300 5.28714
H 1.88399 5.01770 4.64767
H 2.96874 3.68488 4.96402
H 3.22078 4.86589 6.64304
C 1.25828 6.02571 -1.45777
O 1.93032 5.36022 -2.48363
H 1.39738 7.09990 -1.57966
H 0.20156 5.86255 -1.24608
H 1.75403 5.74384 -0.52885
H 1.35224 5.32815 -3.24940
C 4.92304 -1.28344 4.44998
O 6.00830 -0.39188 4.06549
H 5.31838 -2.26883 4.69667
H 4.31664 -0.99806 5.30960
H 4.14153 -1.29426 3.69024
H 6.68239 -0.38292 4.74894
C 0.00965 0.16938 0.18598
O -0.43921 -0.19259 1.44896
H 1.07231 -0.02850 0.04563
H -0.38918 -0.43511 -0.62865
H -0.29435 1.17269 -0.11242
H -0.25908 0.62691 1.91540
C -1.83593 -3.16732 6.82970
O -2.01190 -3.58594 8.14495
H -2.74387 -3.27627 6.23651
H -1.53233 -2.12115 6.86775
H -1.03517 -3.75813 6.38491
H -2.81306 -3.13887 8.42758
C 0.81555 -6.57493 -0.73220
O -0.30489 -7.17259 -1.34238
H 1.07560 -7.23347 0.09652
H 1.64763 -6.40377 -1.41517
H 0.44503 -5.64594 -0.29883
H -0.89612 -6.50010 -1.68854
C -3.12346 -3.17981 -5.15660
O -3.08128 -3.81056 -4.09711
N -2.20573 -3.25417 -6.06759
N -4.11584 -2.48777 -5.56777
H -1.47772 -3.95028 -6.14204
H -2.28163 -2.72654 -6.92545
H -4.90236 -2.49747 -4.93421
H -4.24983 -2.14019 -6.50657
C -1.65815 3.09192 -5.50387
O -2.35918 3.09285 -4.56132
N -1.64448 4.07219 -6.36699
N -0.84395 2.13799 -5.89925
H -0.98182 4.05472 -7.12900
H -2.16276 4.93443 -6.27730
H -0.33388 2.17973 -6.76999
H -0.86376 1.32093 -5.30583
C -7.13456 -0.24934 -0.79932
O -8.11028 -0.84620 -0.41354
N -5.93221 -0.66099 -0.63457
N -7.01773 0.88952 -1.41263
H -5.67231 -1.61301 -0.41959
H -5.22813 0.06315 -0.63939
H -7.88672 1.35426 -1.63394
H -6.11068 1.30120 -1.57959
C 6.60487 2.26349 -1.66310
O 7.68939 1.67590 -1.69688
N 5.85785 2.30405 -0.62750
N 6.20124 2.90044 -2.69332
H 5.03713 2.88768 -0.70427
H 6.13342 1.81242 0.21063
H 6.89363 2.93354 -3.42790
H 5.35364 3.43319 -2.55970
C 8.13677 -3.83831 -0.23443
C 6.77496 -3.59176 -0.97105
O 7.05228 -3.13473 -2.27171
H 8.02421 -4.50514 0.62042
H 8.64070 -2.90339 0.01069
H 8.71888 -4.43291 -0.93850
H 6.15913 -2.86515 -0.44106
H 6.11533 -4.45303 -1.07690
H 7.54352 -2.31002 -2.28331
C -4.20245 4.87070 2.15500
C -5.49955 5.71338 2.41544
O -6.63641 5.05107 1.94172
H -3.35658 5.36912 2.62848
H -4.00575 4.69299 1.09773
H -4.31387 3.90384 2.64576
H -5.40728 6.66117 1.88508
H -5.56173 5.78777 3.50112
H -6.78506 4.30168 2.52303
*
```

Values from the calculation:
E, a.u.: -2021.10682
Molar mass, u: 556.66
Highest occupied orbital energy, eV: -9.579
Energy relative to the best compared isomer or geometry (same formula, charge and spin), eV: 6.766

---

Formula: C15H60N30O15
Source: the OMol25 dataset
Level of theory: ωB97M-V/def2-TZVPD

Structure (ORCA input):
```
! wB97M-V def2-TZVPD RIJCOSX def2/J DEFGRID3
* xyz 0 1
C 2.04804 1.07158 -4.16385
O 0.87785 1.36199 -4.43989
N 2.62330 -0.16333 -4.18631
N 2.98567 2.00883 -3.89414
H 3.63012 -0.14447 -4.08313
H 2.14503 -0.96391 -4.56486
H 2.68615 2.96637 -3.87057
H 3.50882 1.71531 -3.06583
C 0.45666 5.34852 -1.43915
O 1.11476 5.98463 -0.60221
N 0.82206 4.13548 -1.91129
N -0.64932 5.89408 -2.02310
H 1.50315 3.63666 -1.36692
H 0.06610 3.61606 -2.30256
H -1.02064 6.78818 -1.69599
H -1.34397 5.24428 -2.39529
C 2.62562 0.24287 4.52898
O 2.63592 -0.76011 5.22488
N 2.82033 0.17255 3.02580
N 2.41655 1.55315 5.03218
H 2.35145 -0.63029 2.74133
H 2.27914 0.85394 2.48152
H 2.74493 2.42633 4.58886
H 2.34200 1.63567 6.01459
C -0.85968 -2.91225 3.55770
O -0.68748 -1.78103 4.00817
N 0.09589 -3.69014 3.03591
N -2.05791 -3.48499 3.61205
H -0.08743 -4.63859 2.74441
H 1.03252 -3.32569 3.07803
H -2.04339 -4.35463 4.08776
H -2.61978 -2.82285 4.11893
C -1.10800 1.92102 3.80642
O -1.25755 3.09709 3.46435
N -1.57441 1.34609 4.93345
N -0.50612 1.01669 3.10633
H -1.57220 0.31516 4.94932
H -2.13803 1.85754 5.54353
H -0.04512 1.28169 2.27080
H -0.30885 0.04999 3.42916
C 0.54355 -0.42170 -1.77628
O -0.17293 -0.86196 -2.67150
N 1.16301 -1.20021 -0.89125
N 0.54887 0.90313 -1.51192
H 0.89317 -2.16437 -0.87646
H 1.47334 -0.82572 0.00306
H 1.40509 1.35734 -1.17635
H -0.11062 1.40332 -2.10409
C 4.52995 -2.88773 2.99224
O 3.94540 -2.79158 1.91081
N 4.65373 -4.00747 3.73498
N 5.15498 -1.72864 3.39814
H 4.87628 -3.97034 4.72447
H 4.21229 -4.88869 3.54370
H 5.58564 -1.71069 4.30301
H 4.79210 -0.82933 3.11386
C 0.07319 -2.71847 -5.95309
O 0.20930 -3.10010 -7.09166
N 0.89322 -3.20414 -4.86394
N -0.63958 -1.57144 -5.54661
H 0.54234 -3.22535 -3.90724
H 1.33208 -4.08743 -5.05112
H -1.06759 -1.08693 -6.32732
H -0.23665 -0.97504 -4.78897
C -0.91087 -3.97039 -1.30964
O 0.21495 -3.78611 -1.71731
N -1.64362 -5.06648 -1.62092
N -1.58266 -3.09833 -0.55823
H -2.64784 -5.08327 -1.68682
H -1.17923 -5.71932 -2.22246
H -1.29027 -2.15203 -0.72248
H -2.56516 -3.27884 -0.40245
C -3.89108 -2.70127 -2.74634
O -4.21809 -2.76096 -1.58504
N -4.55890 -3.24964 -3.79765
N -2.75779 -2.01528 -3.26713
H -5.37714 -3.78123 -3.83286
H -4.13380 -2.96183 -4.63979
H -2.26250 -2.21019 -4.11156
H -2.25481 -1.43262 -2.59724
C -4.26282 -1.01878 3.59404
O -4.14421 -1.90641 4.44749
N -5.36867 -0.29465 3.39311
N -3.24535 -0.52696 2.89460
H -5.60983 0.20468 2.57726
H -6.19023 -0.35103 3.97741
H -3.40437 0.25879 2.29568
H -2.34881 -1.00227 3.01785
C 4.31997 0.48515 -0.49276
O 3.66710 1.33084 -1.13199
N 5.24474 0.73401 0.43491
N 4.04832 -0.81160 -0.65838
H 5.72851 -0.09898 0.70031
H 5.70372 1.58249 0.65038
H 4.08673 -1.39401 0.17766
H 3.30324 -1.01456 -1.32000
C 2.04132 3.32932 1.21112
O 1.48889 2.25959 1.01663
N 3.24397 3.58283 0.68034
N 1.44039 4.34327 1.87748
H 3.57165 2.91471 0.02308
H 3.43373 4.59051 0.61007
H 0.60848 3.96494 2.28883
H 1.17996 5.13613 1.26535
C -2.36788 1.87404 -3.16010
O -1.77810 2.81536 -2.61152
N -2.03603 1.29477 -4.32917
N -3.55502 1.44395 -2.78334
H -2.64669 0.52453 -4.50792
H -1.07138 1.41199 -4.54835
H -4.03578 0.81394 -3.35444
H -3.92492 1.55911 -1.84209
C -3.70752 2.36509 0.91407
O -4.46092 1.75101 0.16653
N -4.00629 2.75677 2.18117
N -2.37264 2.79031 0.66129
H -4.95427 3.08910 2.25228
H -3.38853 3.44675 2.56972
H -1.99319 2.71958 -0.28048
H -1.71079 3.03755 1.39391
*
```

Values from the calculation:
E, a.u.: -3379.51104
Molar mass, u: 900.84
Highest occupied orbital energy, eV: -9.490
Energy relative to the best compared isomer or geometry (same formula, charge and spin), eV: 1.374

---

Number 1: Kohn-Sham gap 8.88 eV, strongest force on any atom 9.19 eV Å⁻¹. Number 2: Kohn-Sham gap 9.30 eV, strongest force on any atom 6.85 eV Å⁻¹. Number 3: Kohn-Sham gap 9.82 eV, strongest force on any atom 4.53 eV Å⁻¹.